# 1
This record from the Open Molecules 2025 dataset describes a cluster of 2 separate species, C5H10Si in total in a non-equilibrium geometry. The level of theory is wB97M-V/def2-TZVPD.

## Properties
- Frontier orbital gap: 7.526 eV
- ΔE to the lowest compared entry with this formula, charge and spin: 96.3 kcal/mol
- Spin multiplicity: 1
- Net charge: 0
- E_tot: -13219.6638 eV

CARTESIAN COORDINATES (ANGSTROEM)
C (-4.022, 0.208, 0.026)
C (-3.606, -0.359, -0.945)
C (-4.542, 0.777, 1.234)
C (3.387, 0.130, 0.895)
C (1.957, 0.713, 0.794)
Si (1.433, 0.521, -1.102)
H (-3.875, 1.146, 1.927)
H (-5.185, 1.590, 1.093)
H (-4.968, -0.025, 1.811)
H (3.837, 0.202, -0.118)
H (3.985, 0.541, 1.751)
H (3.299, -1.050, 1.133)
H (2.114, 1.759, 0.927)
H (1.279, 0.302, 1.565)
H (1.182, 1.921, -1.414)
H (-3.370, -0.928, -1.749)


# 2
This record from the Open Molecules 2025 dataset describes a cluster of 18 separate species, C36H106NO28 in total in a non-equilibrium geometry. The level of theory is wB97M-V/def2-TZVPD.

## Properties
- Frontier orbital gap: 3.013 eV
- Spin multiplicity: 1
- Net charge: -1
- E_tot: -97855.5690 eV

CARTESIAN COORDINATES (ANGSTROEM)
C (-0.155, 0.896, 1.846)
C (0.173, 0.468, 0.403)
C (-0.196, 1.625, -0.552)
C (0.497, 1.565, -1.925)
C (1.993, 1.577, -1.760)
C (2.459, 0.310, -0.930)
N (1.661, 0.202, 0.315)
O (2.065, -0.880, 1.227)
C (3.941, 0.589, -0.631)
C (2.324, -1.006, -1.839)
C (-0.773, -0.742, 0.019)
H (-1.231, 0.905, 2.018)
H (0.211, 1.908, 2.020)
H (0.285, 0.317, 2.658)
H (0.052, 2.566, -0.060)
H (-1.266, 1.529, -0.737)
H (0.190, 2.488, -2.416)
H (0.255, 0.771, -2.632)
H (2.239, 2.533, -1.298)
H (2.300, 1.645, -2.804)
H (4.612, 0.442, -1.477)
H (4.240, -0.108, 0.152)
H (4.062, 1.581, -0.196)
H (1.316, -1.114, -2.240)
H (2.417, -1.887, -1.205)
H (3.010, -0.936, -2.683)
H (-0.730, -1.561, 0.736)
H (-0.629, -1.091, -1.004)
H (-1.807, -0.410, 0.107)
C (8.736, -3.505, 2.506)
O (7.951, -4.477, 3.142)
H (9.511, -4.093, 2.015)
H (8.177, -2.896, 1.795)
H (9.178, -2.952, 3.335)
H (8.544, -4.933, 3.743)
C (9.836, 3.155, 1.208)
O (9.685, 4.494, 0.867)
H (10.241, 2.576, 0.378)
H (10.469, 3.104, 2.093)
H (8.893, 2.669, 1.458)
H (10.156, 5.091, 1.453)
C (-3.347, -5.624, -4.097)
O (-3.028, -6.690, -4.955)
H (-4.408, -5.733, -3.876)
H (-2.862, -5.721, -3.126)
H (-3.224, -4.621, -4.508)
H (-2.103, -6.880, -4.782)
C (-1.129, 5.029, 7.568)
O (-1.611, 4.865, 8.843)
H (-0.053, 5.207, 7.584)
H (-1.367, 4.142, 6.982)
H (-1.691, 5.800, 7.040)
H (-1.863, 5.743, 9.137)
C (-4.402, 6.144, -0.701)
O (-3.167, 6.354, -1.386)
H (-4.824, 5.302, -1.250)
H (-4.235, 5.886, 0.344)
H (-5.102, 6.977, -0.766)
H (-2.486, 6.144, -0.743)
C (0.819, 8.395, 0.591)
O (0.126, 7.575, 1.551)
H (0.249, 8.627, -0.308)
H (1.087, 9.357, 1.027)
H (1.790, 7.974, 0.328)
H (-0.383, 8.154, 2.123)
C (-5.008, -7.510, 0.891)
O (-4.349, -6.256, 1.199)
H (-5.912, -7.359, 0.300)
H (-4.435, -8.279, 0.373)
H (-5.252, -8.010, 1.828)
H (-4.979, -5.532, 1.169)
C (-6.608, 0.959, 4.568)
C (-6.277, 2.292, 3.823)
O (-7.529, 2.812, 3.355)
O (-7.323, 0.073, 3.779)
H (-7.136, 1.215, 5.486)
H (-5.639, 0.591, 4.907)
H (-5.657, 2.072, 2.954)
H (-5.723, 2.972, 4.471)
H (-7.798, 2.204, 2.663)
H (-8.249, 0.309, 3.863)
C (1.318, -6.533, -0.414)
C (2.773, -7.089, -0.536)
O (3.757, -6.376, 0.214)
O (0.753, -6.624, 0.901)
H (0.660, -7.151, -1.025)
H (1.178, -5.513, -0.773)
H (3.153, -6.909, -1.542)
H (2.780, -8.143, -0.260)
H (4.499, -6.158, -0.355)
H (-0.193, -6.512, 0.782)
C (-1.118, -3.260, 7.369)
C (-1.797, -3.985, 6.158)
O (-1.123, -5.192, 5.891)
O (0.234, -2.942, 6.958)
H (-1.153, -3.860, 8.278)
H (-1.739, -2.394, 7.599)
H (-1.806, -3.380, 5.251)
H (-2.848, -4.255, 6.256)
H (-1.519, -5.861, 6.453)
H (0.636, -2.629, 7.773)
C (7.075, -4.273, -4.921)
C (7.561, -4.210, -3.486)
O (7.692, -5.432, -2.789)
O (7.991, -5.041, -5.692)
H (6.956, -3.266, -5.321)
H (6.109, -4.774, -4.856)
H (6.944, -3.504, -2.929)
H (8.542, -3.738, -3.542)
H (8.402, -5.895, -3.240)
H (8.799, -4.537, -5.813)
C (0.849, 3.842, -9.112)
C (-0.471, 4.162, -9.929)
O (-0.172, 4.156, -11.293)
O (1.201, 2.530, -9.431)
H (0.702, 4.039, -8.050)
H (1.714, 4.414, -9.449)
H (-0.757, 5.156, -9.584)
H (-1.260, 3.429, -9.766)
H (-0.655, 3.428, -11.691)
H (1.379, 2.601, -10.371)
C (-7.785, -1.102, -1.423)
C (-9.219, -0.498, -1.291)
O (-9.311, 0.509, -0.321)
O (-7.504, -1.922, -0.291)
H (-7.049, -0.303, -1.335)
H (-7.732, -1.522, -2.428)
H (-9.830, -1.342, -0.972)
H (-9.536, -0.069, -2.242)
H (-10.210, 0.812, -0.177)
H (-7.705, -1.398, 0.488)
C (-1.003, -2.450, -8.491)
C (0.327, -3.025, -7.929)
O (0.487, -4.355, -8.335)
O (-1.192, -1.204, -7.933)
H (-1.816, -3.166, -8.369)
H (-0.773, -2.422, -9.556)
H (0.408, -2.848, -6.857)
H (1.142, -2.540, -8.466)
H (0.005, -4.470, -9.157)
H (-0.474, -0.660, -8.264)
C (1.671, 1.076, 10.144)
C (2.565, 2.282, 10.722)
O (3.864, 2.244, 10.196)
O (2.400, -0.166, 10.452)
H (1.574, 1.139, 9.060)
H (0.722, 1.067, 10.679)
H (2.612, 2.100, 11.796)
H (2.009, 3.214, 10.620)
H (4.134, 1.340, 10.376)
H (2.781, -0.170, 11.333)
C (-6.917, 3.113, -5.452)
C (-5.625, 2.323, -5.118)
O (-5.711, 1.105, -5.863)
O (-7.166, 4.298, -4.716)
H (-7.799, 2.477, -5.383)
H (-6.994, 3.251, -6.531)
H (-5.374, 2.091, -4.083)
H (-4.744, 2.847, -5.487)
H (-4.822, 0.860, -6.131)
H (-6.573, 4.943, -5.109)
C (3.559, 4.487, 3.898)
C (3.781, 3.202, 4.737)
O (4.575, 2.232, 4.027)
O (4.859, 5.102, 3.637)
H (2.939, 5.165, 4.484)
H (3.122, 4.228, 2.934)
H (2.862, 2.739, 5.097)
H (4.337, 3.405, 5.652)
H (4.072, 1.765, 3.356)
H (5.206, 4.521, 2.956)